{"formula": "C5H8N2", "method": "ωB97M-V/def2-TZVPD", "e_above_lowest_kcal_mol": 107.0, "homo_lumo_gap_ev": [7.6, 7.6], "symbols": ["C", "N", "C", "C", "C", "N", "C", "H", "H", "H", "H", "H", "H", "H", "H"], "xyz": [[-0.49041, -2.32391, 0.44927], [-0.46958, -0.85280, 0.31603], [-0.47494, -0.59310, -1.07257], [0.07106, 0.73160, -1.22566], [0.28643, 1.23582, 0.04010], [0.71416, 2.52034, 0.38860], [-0.04217, 0.20672, 0.97577], [-0.21533, -1.88226, -1.12400], [0.51889, -2.63843, 0.74597], [-1.21297, -2.64634, 1.21425], [-1.48716, -0.73693, -1.46590], [0.19856, 1.25589, -2.16512], [1.21203, 2.98089, -0.36266], [1.25704, 2.55151, 1.24123], [0.13440, 0.19098, 2.04467]], "nbo_charge": [-0.6160, -0.2428, -0.3293, -0.2522, 0.0904, -0.8014, 0.0237, 0.3186, 0.1807, 0.1783, 0.2612, 0.2229, 0.3779, 0.3744, 0.2137]}

{"formula": "C5H8N2", "method": "ωB97M-V/def2-TZVPD", "e_above_lowest_kcal_mol": 77.7, "smiles": "C[C@]12CC=NN1C2", "homo_lumo_gap_ev": 10.1, "symbols": ["C", "C", "C", "C", "C", "H", "H", "H", "H", "H", "H", "H", "H", "N", "N"], "xyz": [[0.55128, 1.73064, -0.44053], [0.07258, 0.34445, -0.03680], [0.68949, -0.94961, -0.41126], [-0.59200, -1.86621, -0.64636], [-0.53139, 0.18606, 1.32207], [0.65271, 1.91786, -1.46474], [-0.13990, 2.49289, -0.04234], [1.56838, 1.93529, -0.07217], [1.07170, -0.87220, -1.37721], [1.44467, -1.21493, 0.40581], [-0.49132, -2.88050, -1.14294], [-0.74511, 1.05467, 1.91493], [-0.41080, -0.70790, 2.13344], [-1.71492, -1.28502, -0.26872], [-1.42535, 0.11451, 0.12680]], "nbo_charge": [-0.6080, 0.0462, -0.4898, 0.0685, -0.2723, 0.2160, 0.2292, 0.2148, 0.2186, 0.2404, 0.2109, 0.2031, 0.2108, -0.2292, -0.2591]}

{"formula": "C5H8N2", "method": "ωB97M-V/def2-TZVPD", "e_above_lowest_kcal_mol": 30.4, "smiles": "C[C@H]1CN[C@H]1C#N", "homo_lumo_gap_ev": 10.8, "symbols": ["C", "C", "C", "N", "C", "C", "N", "H", "H", "H", "H", "H", "H", "H", "H"], "xyz": [[1.59089, -0.45910, -0.54511], [0.61974, 0.34302, 0.29516], [-0.41855, 1.32174, -0.30257], [-1.39406, 0.83442, 0.69899], [-0.60661, -0.39817, 0.87802], [-1.11367, -1.49638, 0.03310], [-1.60335, -2.31393, -0.62448], [1.10989, -0.83423, -1.45442], [2.47305, 0.12395, -0.82198], [1.94488, -1.32246, 0.03332], [1.13265, 0.83526, 1.12726], [-0.67823, 1.06362, -1.33994], [-0.21124, 2.39446, -0.23397], [-2.33422, 0.66765, 0.34991], [-0.51116, -0.75985, 1.90671]], "nbo_charge": [-0.6202, -0.1984, -0.2205, -0.5818, -0.1579, 0.2544, -0.3233, 0.2190, 0.2202, 0.2184, 0.2165, 0.1807, 0.1965, 0.3678, 0.2285]}

{"formula": "C5H8N2", "method": "ωB97M-V/def2-TZVPD", "e_above_lowest_kcal_mol": 64.3, "smiles": "CC1(C)N[C@@H]1C#N", "homo_lumo_gap_ev": 10.0, "symbols": ["C", "C", "C", "C", "C", "N", "N", "H", "H", "H", "H", "H", "H", "H", "H"], "xyz": [[2.93065, 0.14667, 0.18379], [1.69362, 0.84626, 0.16897], [0.26972, -0.01085, -0.26527], [0.15441, -1.51352, -0.42391], [-0.89869, 0.63572, 0.52201], [3.95559, -0.32958, 0.24280], [0.90548, 0.83790, -1.09160], [1.45644, 1.36876, 1.05517], [1.12883, -1.88910, -0.67493], [-0.40774, -1.64153, -1.47113], [-0.20560, -1.95284, 0.49297], [-0.78519, 1.67798, 0.51942], [-0.98237, 0.18067, 1.46177], [-1.86148, 0.40089, 0.04230], [0.25637, 1.70138, -1.28354]], "nbo_charge": [0.2548, -0.2481, 0.2420, -0.6432, -0.6464, -0.3223, -0.5735, 0.2319, 0.2367, 0.2300, 0.2294, 0.2037, 0.2210, 0.2181, 0.3658]}

{"formula": "C5H8N2", "method": "ωB97M-V/def2-TZVPD", "e_above_lowest_kcal_mol": 33.5, "smiles": "Cc1cnn(C)c1", "homo_lumo_gap_ev": 10.3, "symbols": ["C", "N", "C", "C", "C", "C", "N", "H", "H", "H", "H", "H", "H", "H", "H"], "xyz": [[0.03334, -1.96468, 1.03775], [0.72303, -0.67487, 1.12734], [0.83545, -0.25415, -0.18764], [0.04132, 0.81480, -0.39141], [-0.20561, 1.51324, -1.67887], [-0.51832, 1.06625, 0.91062], [-0.13782, 0.18480, 1.79204], [-0.88584, -1.75477, 0.49071], [-0.15749, -2.35169, 2.03270], [0.62734, -2.67048, 0.45698], [1.38919, -0.87847, -0.87667], [-1.26096, 1.77392, -1.80782], [0.09468, 0.87671, -2.51829], [0.39371, 2.42364, -1.69398], [-1.16798, 1.88652, 1.20183]], "nbo_charge": [-0.4027, -0.2311, -0.0221, -0.1347, -0.6258, -0.0130, -0.2509, 0.1859, 0.2165, 0.1969, 0.2131, 0.2209, 0.2194, 0.2210, 0.2065]}

{"formula": "C5H8N2", "method": "ωB97M-V/def2-TZVPD", "e_above_lowest_kcal_mol": 29.8, "smiles": "N#C[C@H](N)C1CC1", "homo_lumo_gap_ev": 11.3, "symbols": ["N", "C", "C", "N", "C", "C", "C", "H", "H", "H", "H", "H", "H", "H", "H"], "xyz": [[2.00316, -0.67614, -0.11810], [0.84595, 0.01889, 0.41930], [1.07849, 1.45893, 0.70585], [1.24375, 2.58642, 0.91695], [-0.33251, -0.10362, -0.52791], [-1.66798, 0.44211, -0.12932], [-1.46144, -1.04399, -0.23302], [2.78522, -0.65068, 0.52900], [2.31493, -0.23040, -0.97577], [0.59271, -0.45455, 1.37452], [-0.05059, 0.01651, -1.57134], [-1.76080, 0.87304, 0.86556], [-2.25372, 0.94929, -0.88983], [-1.91676, -1.57779, -1.06213], [-1.42041, -1.60802, 0.69624]], "nbo_charge": [-0.7951, -0.1472, 0.2599, -0.3301, -0.2253, -0.4154, -0.4060, 0.3679, 0.3611, 0.2302, 0.2209, 0.2197, 0.2239, 0.2215, 0.2141]}

{"formula": "C5H8N2", "method": "ωB97M-V/def2-TZVPD", "e_above_lowest_kcal_mol": 44.7, "smiles": "Cc1cnn(C)c1", "homo_lumo_gap_ev": 9.8, "symbols": ["C", "N", "C", "C", "C", "C", "N", "H", "H", "H", "H", "H", "H", "H", "H"], "xyz": [[0.12939, -1.35531, -1.94142], [0.38458, -0.05665, -1.34862], [-0.51199, 0.54937, -0.52140], [-0.06182, 0.53290, 0.76041], [-0.81953, 0.92469, 1.95607], [1.28749, 0.13936, 0.60714], [1.55756, -0.14168, -0.64415], [0.00615, -2.10454, -1.14367], [1.02089, -1.61591, -2.51434], [-0.81430, -1.29591, -2.47845], [-1.18802, 1.26266, -0.95618], [-1.26230, 0.06121, 2.46230], [-1.65485, 1.59852, 1.75590], [-0.14347, 1.39889, 2.65884], [2.07798, 0.09900, 1.34479]], "nbo_charge": [-0.3945, -0.2317, -0.0391, -0.1161, -0.6285, -0.0385, -0.2513, 0.1871, 0.2248, 0.2032, 0.2140, 0.2238, 0.2231, 0.2150, 0.2087]}

{"formula": "C5H8N2", "method": "ωB97M-V/def2-TZVPD", "e_above_lowest_kcal_mol": 100.8, "homo_lumo_gap_ev": 7.5, "symbols": ["C", "C", "N", "C", "C", "N", "C", "H", "H", "H", "H", "H", "H", "H", "H"], "xyz": [[-0.51733, 0.74745, 1.35300], [1.70342, 0.11805, 0.42483], [0.14689, 0.07516, 0.20691], [-0.22344, 0.63311, -1.07418], [-0.82297, -0.33223, -1.78323], [-0.84937, -1.54758, -1.07732], [-0.29421, -1.29173, 0.04737], [-0.26984, 0.18385, 2.25352], [-0.08119, 1.74328, 1.42796], [-1.59992, 0.77621, 1.18527], [1.98803, -0.91137, 0.68752], [2.12090, 0.32771, -0.56832], [0.03473, 1.66137, -1.28190], [-1.23014, -0.27289, -2.78378], [-0.14357, -1.98195, 0.86973]], "nbo_charge": [-0.3873, -0.6625, -0.3191, -0.0603, -0.0618, -0.4191, 0.2537, 0.2237, 0.2376, 0.2017, 0.1527, 0.1603, 0.2406, 0.2237, 0.2161]}

{"formula": "C5H8N2", "method": "ωB97M-V/def2-TZVPD", "e_above_lowest_kcal_mol": 18.5, "smiles": "CCc1c[nH]cn1", "homo_lumo_gap_ev": 9.3, "symbols": ["C", "C", "C", "C", "N", "C", "N", "H", "H", "H", "H", "H", "H", "H", "H"], "xyz": [[-2.23492, -0.67563, 0.12616], [-1.23832, 0.44791, 0.41743], [0.19641, 0.14685, 0.19017], [1.28196, 1.01034, 0.42156], [2.35547, 0.29220, -0.08367], [1.90782, -0.76739, -0.77086], [0.60013, -0.86231, -0.67148], [-1.96024, -1.59813, 0.64069], [-2.26454, -0.88066, -0.94192], [-3.20896, -0.31491, 0.45182], [-1.44055, 1.21735, -0.35475], [-1.37489, 0.89850, 1.40122], [1.44619, 2.07217, 0.30430], [3.32617, 0.49782, 0.03928], [2.60828, -1.48411, -1.16994]], "nbo_charge": [-0.5951, -0.4339, 0.1359, -0.1685, -0.5109, 0.1748, -0.4826, 0.2103, 0.2156, 0.2045, 0.2121, 0.2148, 0.2217, 0.4080, 0.1932]}

{"formula": "C5H8N2", "method": "ωB97M-V/def2-TZVPD", "e_above_lowest_kcal_mol": 35.2, "smiles": "Cc1ccn(C)n1", "homo_lumo_gap_ev": 10.0, "symbols": ["C", "N", "C", "C", "C", "C", "N", "H", "H", "H", "H", "H", "H", "H", "H"], "xyz": [[0.09298, 2.02359, -1.15873], [0.06236, 0.64766, -0.73144], [-0.16681, -0.48862, -1.42229], [-0.35776, -1.50966, -0.50868], [-0.18509, -0.87735, 0.74063], [0.12097, -1.10600, 2.17957], [-0.01051, 0.43148, 0.56486], [0.37317, 2.05180, -2.21009], [0.82767, 2.57655, -0.56385], [-0.89498, 2.47055, -1.00570], [-0.13735, -0.47412, -2.49802], [-0.55134, -2.54900, -0.73847], [0.17192, 0.03360, 2.31301], [1.16247, -1.40864, 2.30575], [-0.50769, -1.82183, 2.73347]], "nbo_charge": [-0.3977, -0.1586, -0.0399, -0.3417, 0.1334, -0.6654, -0.3118, 0.2065, 0.2223, 0.2076, 0.2116, 0.2309, 0.2744, 0.2124, 0.2159]}

{"formula": "C5H8N2", "method": "ωB97M-V/def2-TZVPD", "e_above_lowest_kcal_mol": 13.5, "smiles": "Cn1cccc1N", "homo_lumo_gap_ev": 8.9, "symbols": ["C", "N", "C", "C", "C", "C", "N", "H", "H", "H", "H", "H", "H", "H", "H"], "xyz": [[-1.33438, -1.32002, 0.39134], [-0.12150, -0.57162, 0.11635], [1.17985, -0.98985, 0.24488], [2.00686, 0.02910, -0.16483], [1.18167, 1.11806, -0.54624], [-0.11292, 0.70512, -0.36732], [-1.31802, 1.44078, -0.28071], [-2.04231, -1.16156, -0.42447], [-1.08838, -2.38077, 0.46462], [-1.81795, -0.99769, 1.31987], [1.40257, -1.98054, 0.61308], [3.08672, 0.01305, -0.17666], [1.47456, 2.11864, -0.84288], [-1.13685, 1.88671, 0.61190], [-1.34129, 2.17222, -0.98656]], "nbo_charge": [-0.3980, -0.3391, -0.0802, -0.2944, -0.3445, 0.2766, -0.8363, 0.2213, 0.2080, 0.2010, 0.2074, 0.2199, 0.2167, 0.3686, 0.3730]}

{"formula": "C5H8N2", "method": "ωB97M-V/def2-TZVPD", "e_above_lowest_kcal_mol": 54.9, "smiles": "C/N=C/[C@H]1N=C1C", "homo_lumo_gap_ev": 10.5, "symbols": ["C", "N", "C", "C", "C", "C", "N", "H", "H", "H", "H", "H", "H", "H", "H"], "xyz": [[2.70345, -0.19406, 0.59555], [1.32304, -0.33242, 0.18280], [0.82194, 0.61725, -0.48823], [-0.55701, 0.57056, -1.04190], [-1.60316, -0.26418, -0.47175], [-2.64843, -0.47405, 0.55346], [-1.09399, -0.78663, -1.48687], [3.14709, 0.78056, 0.33176], [3.29666, -0.98442, 0.12167], [2.78151, -0.33837, 1.67846], [1.39392, 1.53083, -0.72295], [-0.82451, 1.41512, -1.67861], [-3.44527, 0.26675, 0.41974], [-2.22966, -0.34058, 1.55526], [-3.07199, -1.47757, 0.45995]], "nbo_charge": [-0.4323, -0.4022, 0.0950, -0.2178, 0.2843, -0.6725, -0.2834, 0.1659, 0.2067, 0.2022, 0.1441, 0.1848, 0.2408, 0.2454, 0.2391]}

{"formula": "C5H8N2", "method": "ωB97M-V/def2-TZVPD", "e_above_lowest_kcal_mol": 30.3, "smiles": "C[C@H]1CN[C@H]1C#N", "homo_lumo_gap_ev": 10.9, "symbols": ["C", "C", "C", "N", "C", "C", "N", "H", "H", "H", "H", "H", "H", "H", "H"], "xyz": [[0.09176, -0.84739, -1.55314], [-0.53615, -0.45955, -0.23131], [0.14715, -0.77369, 1.11227], [-0.46580, 0.45879, 1.64763], [-0.53846, 1.00806, 0.28330], [0.68151, 1.75431, -0.09314], [1.65851, 2.33052, -0.32640], [1.04659, -0.33814, -1.72142], [0.27141, -1.92794, -1.57911], [-0.57507, -0.60691, -2.38831], [-1.57258, -0.80649, -0.17697], [1.24280, -0.71191, 1.02087], [-0.12891, -1.69509, 1.63243], [0.09223, 0.99026, 2.30942], [-1.41500, 1.62517, 0.06389]], "nbo_charge": [-0.6227, -0.1933, -0.2220, -0.5832, -0.1574, 0.2542, -0.3249, 0.2213, 0.2202, 0.2175, 0.2166, 0.1792, 0.1968, 0.3682, 0.2296]}

{"formula": "C5H8N2", "method": "ωB97M-V/def2-TZVPD", "e_above_lowest_kcal_mol": 81.5, "homo_lumo_gap_ev": 9.3, "symbols": ["C", "C", "C", "C", "C", "N", "N", "H", "H", "H", "H", "H", "H", "H", "H"], "xyz": [[-0.49693, -0.19079, 1.08963], [-0.46327, 0.56734, -0.26362], [-1.05579, -1.41746, 0.87472], [-1.16456, -0.63691, -0.98356], [1.08918, 0.87127, -0.74463], [-1.49233, -1.67317, -0.33415], [1.91717, 0.72252, 0.37170], [-0.19240, 0.20712, 1.98404], [-1.06352, 1.39240, -0.49804], [-1.38462, -2.42296, 1.44795], [1.32813, 0.11130, -1.65000], [-1.54943, -0.56118, -2.03751], [1.16206, 1.76619, -1.18562], [1.77721, -0.13513, 0.82462], [1.58909, 1.39946, 1.10450]], "nbo_charge": [-0.2771, -0.3718, -0.0277, 0.1724, -0.1570, -0.4629, -0.8055, 0.2076, 0.2444, 0.2207, 0.1860, 0.1758, 0.1895, 0.3622, 0.3434]}

{"formula": "C5H8N2", "method": "ωB97M-V/def2-TZVPD", "e_above_lowest_kcal_mol": 49.1, "smiles": "N#C/C=C/CCN", "homo_lumo_gap_ev": 9.6, "symbols": ["N", "C", "C", "N", "C", "C", "C", "H", "H", "H", "H", "H", "H", "H", "H"], "xyz": [[0.74837, -1.16575, -0.10664], [0.62981, 1.05421, 0.60823], [1.84658, 1.70492, 0.24141], [2.78249, 2.34764, 0.00329], [-0.47251, 1.10543, -0.14464], [-1.49514, 0.07079, 0.10962], [-0.67147, -1.27076, -0.30659], [1.31313, -1.71601, 0.51496], [1.28646, -0.84975, -0.89260], [0.64888, 0.57559, 1.58402], [-0.38650, 1.45691, -1.17156], [-1.81589, -0.01138, 1.15640], [-2.41523, 0.22470, -0.47866], [-0.90883, -1.41678, -1.36902], [-1.09014, -2.10976, 0.25178]], "nbo_charge": [-0.8398, -0.2878, 0.2556, -0.3224, -0.1715, -0.4575, -0.2181, 0.3929, 0.3786, 0.2334, 0.2063, 0.2125, 0.2206, 0.1888, 0.2082]}

{"formula": "C5H8N2", "method": "ωB97M-V/def2-TZVPD", "e_above_lowest_kcal_mol": 30.6, "s_squared": 2.033, "homo_lumo_gap_ev": [8.2, 7.0], "multiplicity": 3, "symbols": ["C", "C", "C", "C", "C", "N", "N", "H", "H", "H", "H", "H", "H", "H", "H"], "xyz": [[2.48764, -0.15325, 0.72226], [1.35063, 1.86596, -0.15205], [1.43664, 0.50496, 0.05686], [-2.75411, -0.55154, 0.55500], [0.64861, -0.27709, -0.89817], [3.35493, -0.78924, 1.11711], [0.62023, -1.52190, -1.11422], [0.66274, 2.42668, -0.77698], [1.91899, 2.68249, 0.40662], [-1.78468, -0.35130, 0.67005], [-3.33524, -0.09087, 1.34768], [-2.65630, -1.69828, 0.65831], [-0.00794, 0.30346, -1.58322], [-3.06929, -0.28923, -0.47324], [1.12715, -2.06083, -0.53600]], "lowdin_spin": [0.0683, 0.7831, 0.5123, -0.0001, 0.0379, 0.2078, 0.3049, 0.0433, 0.0358, -0.0007, 0.0000, 0.0003, -0.0060, 0.0000, 0.0131]}

{"formula": "C5H8N2", "method": "ωB97M-V/def2-TZVPD", "e_above_lowest_kcal_mol": 69.7, "total_charge": 2, "homo_lumo_gap_ev": 5.8, "symbols": ["C", "C", "C", "C", "C", "N", "N", "H", "H", "H", "H", "H", "H", "H", "H"], "xyz": [[-0.40736, 0.44670, -0.17083], [-1.25893, -0.50397, 0.44999], [-2.29260, -1.24259, -0.06707], [3.64041, 2.05483, -0.81717], [-3.08976, -2.06353, 0.77943], [0.44646, 1.06857, -0.61930], [4.80276, 2.25851, -0.60969], [-1.04228, -0.38457, 1.60986], [-2.43898, -1.25052, -1.19711], [1.03282, 1.83711, -1.01886], [-4.20100, -2.09682, 0.35202], [-2.95045, -2.11861, 1.95683], [-2.97212, -3.06221, 0.44865], [5.04180, 3.17137, -1.05847], [5.68923, 1.88573, -0.03827]], "nbo_charge": [0.6812, -0.4820, 0.0898, 0.7566, -0.7322, -0.5040, -0.8952, 0.2987, 0.2590, 0.4925, 0.3109, 0.2812, 0.3014, 0.5465, 0.5958]}